{"formula": "C22H52N7O12SZr", "method": "the ωB97M-V functional and the def2-TZVPD basis", "symbols": ["Zr", "C", "O", "H", "H", "H", "S", "O", "O", "O", "O", "C", "O", "N", "C", "C", "H", "H", "H", "H", "H", "H", "H", "C", "O", "N", "C", "C", "H", "H", "H", "H", "H", "H", "H", "C", "O", "N", "C", "C", "H", "H", "H", "H", "H", "H", "H", "C", "O", "N", "C", "C", "H", "H", "H", "H", "H", "H", "H", "C", "O", "N", "C", "C", "H", "H", "H", "H", "H", "H", "H", "C", "O", "N", "C", "C", "H", "H", "H", "H", "H", "H", "H", "C", "O", "N", "C", "C", "H", "H", "H", "H", "H", "H", "H"], "xyz": [[2.31769, 6.23841, -20.43552], [4.98623, 6.43590, -22.55659], [4.13708, 6.52125, -21.44067], [5.85971, 7.06666, -22.38860], [5.39400, 5.41611, -22.58856], [4.51308, 6.60155, -23.52444], [0.86716, 6.84680, -22.85406], [1.41595, 7.64560, -21.68502], [-0.52115, 7.16618, -23.03358], [1.68221, 6.99050, -24.04058], [1.17962, 5.60397, -22.05216], [4.38947, 9.26666, -24.96557], [3.38551, 9.52050, -24.35364], [5.51964, 10.03795, -25.03651], [6.76773, 9.63189, -25.62387], [5.52792, 11.32270, -24.36615], [4.61014, 8.33978, -25.51856], [7.60848, 9.77942, -24.94257], [6.97979, 10.29171, -26.47582], [6.81103, 8.63947, -26.07077], [4.51770, 11.47393, -23.98309], [6.12925, 11.27972, -23.45296], [5.80792, 12.22853, -24.90187], [8.89488, 10.07231, -19.74119], [9.56123, 9.66423, -18.82468], [8.00727, 9.31973, -20.46816], [7.77414, 7.90903, -20.16880], [7.16894, 9.98886, -21.47054], [8.91557, 11.08562, -20.17877], [7.85165, 7.29821, -21.06472], [6.78293, 7.79702, -19.71883], [8.51360, 7.64623, -19.41496], [6.43975, 10.67311, -21.03101], [7.84408, 10.61046, -22.06144], [6.71522, 9.22168, -22.09181], [3.28744, 6.06586, -27.57880], [2.93696, 6.96624, -26.84590], [4.41703, 5.34204, -27.44108], [4.69319, 4.23215, -28.33624], [5.40942, 5.49995, -26.41591], [2.74435, 5.71403, -28.47126], [4.22052, 3.30500, -28.00874], [5.74868, 4.12158, -28.58539], [4.32586, 4.33971, -29.36542], [6.41767, 5.25068, -26.73990], [5.28539, 6.40657, -25.82782], [5.29739, 4.76212, -25.59807], [9.28878, 5.24512, -24.69599], [8.34436, 5.96964, -24.98533], [9.12079, 4.02796, -24.11700], [7.79768, 3.40538, -24.00314], [10.31918, 3.22706, -23.79500], [10.33847, 5.55877, -24.81151], [6.98937, 4.04230, -24.33689], [7.76704, 3.09404, -22.95847], [7.81924, 2.52872, -24.65248], [10.19982, 2.16245, -23.98265], [11.23720, 3.57601, -24.25776], [10.41805, 3.37523, -22.71521], [4.68231, 6.15340, -17.94788], [3.70617, 6.01085, -18.71451], [4.74194, 7.01480, -16.95474], [6.00882, 7.26484, -16.27468], [3.61487, 7.77463, -16.42652], [5.61394, 5.60810, -18.11979], [6.35879, 8.25529, -16.57752], [6.82092, 6.58750, -16.52776], [5.80669, 7.25797, -15.20480], [2.83330, 7.82844, -17.17742], [3.21184, 7.38682, -15.49254], [3.93908, 8.79589, -16.22828], [4.89951, 2.09771, -21.96815], [4.72486, 1.43844, -22.96344], [5.26850, 1.54664, -20.78148], [5.34662, 2.29990, -19.55122], [5.34856, 0.13247, -20.54460], [4.69008, 3.17592, -21.87178], [4.71136, 1.84814, -18.79090], [5.00723, 3.33773, -19.66727], [6.39452, 2.43971, -19.26923], [6.28964, -0.22920, -20.11477], [4.66465, -0.23018, -19.76445], [5.12924, -0.53702, -21.37319], [2.79570, 9.64903, -19.24658], [2.79117, 8.47865, -19.65162], [3.12516, 10.65983, -20.04011], [3.07539, 12.06329, -19.61281], [3.22138, 10.40588, -21.48585], [2.52676, 9.98053, -18.23571], [2.08127, 12.42603, -19.87495], [3.89528, 12.58208, -20.09740], [3.15625, 12.09315, -18.52655], [2.59870, 9.58241, -21.81946], [2.94983, 11.29851, -22.04291], [4.25854, 10.14502, -21.70043]], "atomic_forces_ev_per_a": [[3.75, 4.47, -5.16], [0.37, -1.02, -0.02], [-3.46, -0.99, 2.15], [-0.19, 0.36, -0.17], [-0.02, 0.01, -0.09], [-0.28, 0.42, 0.19], [-0.83, 2.63, -3.75], [1.31, 2.73, 2.73], [0.60, -1.01, 0.72], [-0.47, -0.87, 1.80], [0.62, -5.05, 1.80], [1.69, -0.59, -0.42], [-0.37, 0.36, 0.20], [-0.28, 0.90, 0.46], [0.48, 0.62, -1.21], [-0.77, -0.12, 1.25], [-0.74, -0.17, 0.00], [-0.13, -0.29, 0.24], [0.05, 0.07, 0.07], [-0.43, -0.24, 0.53], [-0.07, 0.09, -0.25], [0.35, 0.01, -0.16], [0.19, -0.42, -0.64], [-0.77, -0.66, -1.08], [0.20, 0.10, 0.39], [-0.26, -0.01, 0.09], [0.06, 1.00, 0.52], [1.13, 0.01, 0.40], [0.31, 0.20, 0.42], [0.08, -0.07, -0.02], [-0.16, -0.19, -0.12], [0.08, -0.28, -0.15], [-0.28, -0.31, 0.06], [-0.23, -0.07, -0.35], [-0.18, 0.21, -0.13], [0.14, 0.24, 0.24], [0.08, -0.10, -0.21], [1.12, -0.78, -0.81], [-0.52, -0.32, -1.26], [-0.34, -0.72, 1.84], [-0.31, 0.25, 0.06], [0.48, -0.18, 0.34], [0.18, -0.11, 0.86], [-0.58, 0.66, 0.32], [0.04, 0.86, -0.43], [0.33, 0.44, -0.74], [-0.48, -0.29, -0.30], [-1.20, -0.12, 0.53], [0.44, 0.05, -0.16], [1.01, 0.42, -1.54], [1.50, -0.48, 0.05], [-0.90, 0.49, 1.29], [-0.05, -0.13, -0.07], [0.14, 0.34, 0.31], [-0.81, -0.16, -0.02], [-0.28, -0.20, 0.18], [-0.22, 0.05, -0.25], [-0.21, 0.22, -0.30], [0.52, -0.50, 0.06], [0.17, 0.88, -0.05], [-1.24, -0.87, 0.10], [0.17, -0.66, 0.16], [0.13, 0.57, 0.20], [-0.27, 0.51, -0.58], [-0.09, -0.06, -0.11], [-0.07, 0.04, 0.21], [-0.35, -0.37, -0.07], [0.30, -0.05, 0.02], [-0.07, -0.15, 0.01], [0.22, -0.38, -0.03], [0.14, -0.02, -0.04], [-0.47, -1.05, 0.42], [0.11, 0.45, -0.46], [-0.13, 0.07, 0.77], [0.26, 1.13, -0.45], [0.01, -1.92, 0.50], [0.20, 0.17, -0.21], [0.34, -0.12, 0.21], [-0.26, -0.15, -0.39], [-0.10, -0.52, 0.54], [0.41, 0.62, -0.38], [-0.43, 0.67, -0.06], [0.08, 0.70, -0.52], [0.29, 1.45, -0.89], [-0.54, -1.74, 0.62], [-0.71, -0.51, -0.09], [-0.51, -1.08, 0.32], [0.71, -0.08, -0.09], [0.08, -0.42, 0.16], [0.27, 0.52, -0.22], [-0.14, 0.30, 0.08], [0.22, 0.19, -0.04], [-0.09, -0.01, 0.22], [0.01, 0.07, 0.12], [-0.07, 0.05, -0.28]], "charge": 1, "homo_ev": -10.45, "spin_multiplicity": 1, "e_lumo_ev": -4.5}

---

{"formula": "C6H12N2O3PtS", "method": "the ωB97M-V functional and the def2-TZVPD basis", "symbols": ["Pt", "N", "C", "C", "O", "N", "C", "C", "O", "O", "H", "H", "H", "H", "H", "H", "C", "S", "C", "H", "H", "H", "H", "H", "H"], "xyz": [[-0.52430, 0.50900, -0.37050], [0.53460, 2.68490, -0.79400], [1.91830, 2.25600, -1.00690], [2.33330, 1.23140, 0.05970], [3.40430, 1.31520, 0.63470], [1.42080, 0.24160, 0.21250], [1.62980, -0.70230, 1.22450], [0.47240, -0.49320, 2.39560], [0.84610, -0.76390, 3.50530], [-0.61690, -0.13470, 1.93660], [0.46320, 3.19500, 0.08270], [0.22870, 3.28340, -1.55250], [1.96440, 1.76420, -1.98270], [2.63930, 3.08220, -0.98130], [1.41290, -1.72740, 0.91560], [2.61430, -0.61040, 1.68960], [-3.42080, 1.68890, 0.39670], [-2.82820, 0.42140, -0.77550], [-3.19050, -1.04010, 0.25160], [-3.15380, 1.39650, 1.40750], [-4.50010, 1.77070, 0.28820], [-2.96170, 2.64090, 0.14990], [-4.23840, -1.01010, 0.53840], [-2.54520, -1.01470, 1.12520], [-2.99150, -1.92830, -0.33950]], "atomic_forces_ev_per_a": [[0.24, -0.07, 0.19], [0.00, -0.03, -0.06], [0.35, 0.07, 0.19], [0.89, 1.00, -0.61], [-0.31, -0.05, -0.08], [-1.24, -0.72, 0.27], [0.48, 0.10, 0.14], [0.44, -0.21, 0.03], [0.45, -0.19, 0.56], [-1.05, 0.25, -0.68], [-0.11, 0.02, -0.19], [-0.07, -0.02, 0.12], [0.09, 0.04, 0.07], [-0.09, -0.20, 0.00], [-0.07, 0.10, -0.06], [-0.22, -0.10, -0.08], [-0.22, -0.19, -0.30], [0.55, 0.07, 0.63], [-0.14, 0.24, -0.14], [0.11, -0.01, 0.04], [-0.05, 0.01, 0.09], [0.06, -0.01, -0.06], [-0.10, -0.06, -0.02], [0.00, -0.01, 0.04], [0.02, -0.01, -0.08]], "charge": 0, "homo_ev": [-7.82, -8.22], "spin_multiplicity": 3, "e_lumo_ev": [0.1, -2.4], "s2": 2.01}

---

{"formula": "BH22O9", "method": "the ωB97M-V functional and the def2-TZVPD basis", "symbols": ["B", "H", "H", "H", "H", "O", "H", "H", "O", "H", "H", "O", "H", "H", "O", "H", "H", "O", "H", "H", "O", "H", "H", "O", "H", "H", "O", "H", "H", "O", "H", "H"], "xyz": [[0.03762, 0.22450, 0.00312], [0.47562, -0.24350, -1.00688], [0.74462, 0.98650, 0.38112], [-0.78538, 1.01350, -0.23888], [-0.11938, -0.70950, 0.78412], [-2.62038, 0.96050, 2.45612], [-2.38237, 1.73650, 2.35512], [-2.55338, 0.68350, 1.55912], [-0.10938, 3.41150, 2.66912], [-0.89338, 3.89150, 2.27412], [-0.18538, 2.50050, 2.20412], [3.23662, -0.69350, 0.78712], [2.41062, -0.24050, 0.56512], [3.80663, -0.94050, 0.08712], [0.62663, 1.38650, -3.34488], [0.40762, 0.83650, -2.77188], [1.42462, 0.95850, -3.73288], [-2.11438, -2.01950, -2.25688], [-1.46637, -1.77750, -1.56888], [-2.93538, -1.64150, -2.23688], [0.58762, 3.57850, -1.01888], [0.00662, 4.10450, -0.54688], [0.47162, 2.72150, -0.69788], [-1.64238, -1.48850, 3.55712], [-1.77338, -0.93950, 2.91812], [-2.16737, -1.02050, 4.11012], [1.99863, -2.82650, -2.24188], [1.82262, -3.24650, -3.14788], [1.78162, -1.87050, -2.40988], [0.58162, -3.43550, 0.30712], [0.98462, -3.28850, -0.52388], [0.34262, -2.61250, 0.72712]], "atomic_forces_ev_per_a": [[-0.73, -2.04, -0.36], [0.23, -0.28, -0.82], [2.83, 1.67, 1.45], [-2.04, 0.26, -0.35], [-0.47, 0.43, 0.08], [-3.74, -10.93, 1.77], [3.69, 12.17, -0.56], [0.08, -1.23, -1.36], [-1.87, -1.42, -1.88], [1.39, -0.64, 0.71], [0.55, 1.97, 1.07], [-0.39, 0.20, 2.12], [0.25, -0.16, -0.73], [0.04, 0.00, -1.39], [4.43, 6.83, -8.96], [-3.63, -7.66, 8.74], [-0.83, 0.82, 0.23], [3.86, -2.24, -0.66], [-1.07, 0.40, -0.17], [-2.67, 1.90, 0.87], [1.98, 0.95, -2.23], [-1.69, 1.58, 1.46], [-0.23, -2.51, 0.78], [2.90, -6.65, 3.61], [-0.24, 4.92, -7.47], [-2.54, 1.65, 3.97], [-0.55, 0.45, -2.48], [0.32, 0.82, 2.04], [0.18, -1.22, 0.52], [-0.82, -1.37, 1.47], [0.69, 0.75, -1.27], [0.14, 0.58, -0.20]], "charge": -1, "e_above_lowest_ev": 4.0021, "homo_ev": -6.49, "spin_multiplicity": 1, "e_lumo_ev": 2.6}

---

{"formula": "C2H2N3O", "method": "the ωB97M-V functional and the def2-TZVPD basis", "symbols": ["N", "C", "N", "N", "C", "O", "H", "H"], "xyz": [[2.05281, 2.36969, -0.03759], [1.84111, 1.26801, 0.09128], [1.44529, -0.07247, 0.03738], [0.03617, -0.28977, 0.28288], [2.52801, -0.81494, 0.05585], [3.56352, -1.25006, -0.05480], [-0.43961, 0.60470, 0.52200], [-0.46672, -0.81677, -0.49161]], "atomic_forces_ev_per_a": [[0.58, 2.44, 0.05], [-0.87, -2.90, -0.54], [0.53, 1.43, 0.12], [-0.72, -1.53, -0.39], [-1.15, 0.38, 0.04], [-0.64, -0.21, 0.13], [0.96, -0.70, -0.33], [1.31, 1.08, 0.91]], "charge": 1, "e_above_lowest_ev": 2.9062, "homo_ev": -16.47, "spin_multiplicity": 1, "e_lumo_ev": -7.0}

---

| no. | electronic energy (Eh) | strongest force on any atom (eV/A) |
| --- | --- | --- |
| 1 | -2600.6819 | 7.78 |
| 2 | -1088.4988 | 1.47 |
| 3 | -715.0950 | 12.72 |
| 4 | -316.4833 | 3.07 |